Entry 1:
This record from the Open Molecules 2025 dataset describes a cluster of 9 separate species, C23H47Cl6N4O9 in total in a non-equilibrium geometry. The level of theory is ωB97M-V/def2-TZVPD.

Geometry as XYZ:
```
89
Properties=species:S:1:pos:R:3
C -4.75 -14.52 25.97
C -4.45 -14.48 24.47
O -3.55 -13.75 24.07
O -5.09 -15.27 23.73
H -5.31 -15.35 26.40
H -5.25 -13.61 26.30
H -3.78 -14.60 26.46
C -5.19 -14.92 20.07
C -6.44 -14.12 20.01
O -7.01 -14.48 18.71
C -6.38 -15.62 18.29
O -6.67 -16.37 17.35
O -5.49 -15.95 19.14
H -5.13 -15.33 21.08
H -4.27 -14.35 19.92
H -6.50 -13.03 19.97
H -7.11 -14.55 20.75
C -1.91 -13.60 29.54
C -3.19 -12.86 29.81
O -3.93 -13.24 30.78
N -3.53 -11.92 28.94
C -4.88 -11.27 28.90
H -1.14 -12.91 29.23
H -2.10 -14.38 28.80
H -1.48 -14.12 30.40
H -2.77 -11.55 28.37
H -5.42 -11.82 28.13
H -4.65 -10.24 28.63
H -5.27 -11.31 29.92
C -7.93 -17.24 22.32
C -7.39 -18.40 23.12
O -7.95 -19.47 23.07
N -6.30 -18.21 23.82
C -5.61 -19.15 24.67
H -8.98 -17.01 22.50
H -7.92 -17.69 21.33
H -7.31 -16.35 22.19
H -5.77 -17.35 23.82
H -5.87 -20.18 24.39
H -5.90 -19.15 25.72
H -4.55 -18.92 24.73
C -0.50 -12.98 26.13
C -1.42 -11.76 26.43
O -1.21 -11.22 27.46
N -2.25 -11.41 25.45
C -3.21 -10.32 25.53
H -0.65 -13.49 25.18
H -0.69 -13.72 26.91
H 0.57 -12.76 26.15
H -2.33 -12.09 24.72
H -4.25 -10.64 25.49
H -3.02 -9.60 24.74
H -3.15 -9.91 26.54
C 0.49 -19.07 27.67
C 0.37 -18.01 26.60
O 1.32 -17.68 25.92
N -0.72 -17.22 26.45
C -1.96 -17.28 27.33
H -0.36 -19.75 27.70
H 0.62 -18.55 28.63
H 1.31 -19.77 27.58
H -0.48 -16.41 25.90
H -2.71 -16.56 27.02
H -1.83 -17.24 28.41
H -2.53 -18.20 27.17
Cl 0.66 -15.16 21.03
C -0.57 -15.73 22.31
C -2.02 -15.62 21.68
Cl -2.17 -16.84 20.47
H -0.69 -15.05 23.15
H -0.35 -16.74 22.66
H -2.27 -14.62 21.31
H -2.64 -16.06 22.46
Cl -7.54 -11.12 21.68
C -6.59 -12.06 22.96
C -7.47 -12.56 24.06
Cl -8.62 -13.74 23.36
H -5.94 -11.29 23.38
H -6.03 -12.87 22.48
H -8.04 -11.84 24.64
H -7.08 -12.97 24.99
Cl -10.26 -16.40 25.25
C -10.01 -16.02 27.00
C -8.58 -15.44 27.13
Cl -8.50 -14.75 28.73
H -10.33 -16.89 27.58
H -10.69 -15.22 27.29
H -8.40 -14.59 26.47
H -7.83 -16.20 26.95
```

Properties
**⟨S²⟩**: 0.75
**Total charge**: -2
**Spin multiplicity**: 2
**LUMO (spin up / spin down)**: 0.1327 / 0.1359 hartree
**HOMO-LUMO gap (spin up / spin down)**: 1.1882 / 8.3797 eV
**Highest occupied orbital energy (spin up / spin down)**: 2.422 / -4.681 eV
**Energy**: -124136.91050 eV

***

Entry 2:
This record from the Open Molecules 2025 dataset describes a structure of composition C23H47CoNO2S2Si2 in a non-equilibrium geometry. The level of theory is ωB97M-V/def2-TZVPD.

Geometry as XYZ:
```
78
Properties=species:S:1:pos:R:3
O -1.44 -2.56 -3.52
O -2.34 -0.32 -4.60
C -0.07 -2.97 -3.57
C 0.23 -4.28 -2.90
H 0.56 -2.18 -3.17
H 0.13 -3.01 -4.65
H 0.37 -4.14 -1.83
H 1.15 -4.68 -3.31
H -0.59 -4.98 -3.09
C -1.96 -2.32 -2.17
C -3.34 -2.91 -2.05
H -1.99 -1.23 -2.03
H -1.29 -2.77 -1.42
H -4.01 -2.46 -2.81
H -3.74 -2.71 -1.05
H -3.29 -4.01 -2.17
C -3.45 0.64 -4.44
C -2.22 -1.16 -5.83
C -4.48 0.14 -3.48
H -3.88 0.79 -5.44
H -2.99 1.56 -4.07
H -5.03 -0.75 -3.81
H -5.26 0.89 -3.41
H -4.09 -0.01 -2.48
C -3.33 -2.14 -5.82
H -1.25 -1.62 -5.73
H -2.21 -0.49 -6.69
H -3.21 -2.77 -4.93
H -3.27 -2.74 -6.72
H -4.29 -1.64 -5.83
H -1.61 -0.48 -3.97
Co 1.01 1.33 -1.54
C -0.06 0.74 -2.85
Si 0.58 1.37 -4.53
H -1.06 1.11 -2.46
H 0.06 -0.30 -2.53
C 1.69 0.13 -5.33
C 1.58 2.95 -4.14
C -0.65 2.03 -5.80
C 2.86 2.06 -1.46
Si 3.88 1.70 0.09
H 2.76 3.16 -1.68
H 3.28 1.59 -2.39
C 5.48 2.64 -0.08
C 4.23 -0.12 0.18
C 3.00 2.22 1.64
H -0.10 2.83 -6.35
H -1.55 2.49 -5.34
H -0.96 1.27 -6.55
H 2.55 -0.06 -4.69
H 2.04 0.54 -6.28
H 1.18 -0.82 -5.54
H 2.60 2.75 -3.84
H 1.09 3.59 -3.42
H 1.64 3.47 -5.09
H 4.14 -0.64 -0.78
H 3.61 -0.66 0.88
H 5.27 -0.22 0.50
H 2.44 1.42 2.14
H 2.30 3.05 1.51
H 3.75 2.57 2.36
H 5.86 2.89 0.91
H 5.39 3.58 -0.63
H 6.25 2.06 -0.59
S 1.10 -0.80 -0.32
C 0.22 0.31 0.56
N 0.05 1.54 0.00
C -0.55 2.49 0.85
C -0.62 3.88 0.65
C -0.90 4.67 1.77
C -1.15 4.12 3.03
C -1.08 2.74 3.22
C -0.77 1.93 2.13
S -0.26 0.26 2.20
H -0.42 4.28 -0.35
H -0.93 5.75 1.63
H -1.38 4.78 3.86
H -1.24 2.28 4.19
```

Properties
**⟨S²⟩**: 3.77
**ΔE to the lowest compared entry with this formula, charge and spin**: 405.5 kJ/mol
**Spin multiplicity**: 4
**LUMO (spin up / spin down)**: 0.0035 / 0.0034 hartree
**HOMO-LUMO gap (spin up / spin down)**: 6.2261 / 6.9976 eV
**Highest occupied orbital energy (spin up / spin down)**: -6.131 / -6.904 eV
**Energy**: -105248.10817 eV

***

Entry 3:
This record from the Open Molecules 2025 dataset describes a cluster of 4 separate species, C23H47F3N5O8S in total in a non-equilibrium geometry. The level of theory is ωB97M-V/def2-TZVPD.

Geometry as XYZ:
```
87
Properties=species:S:1:pos:R:3
C 3.19 0.14 -1.15
C 2.61 0.62 -2.47
S 0.90 1.23 -2.31
C -0.12 -0.11 -2.94
N -0.65 -0.95 -1.84
C -1.72 -0.56 -1.15
N -2.48 0.51 -1.42
C -3.87 0.03 -1.07
C -4.99 1.03 -1.20
C -6.20 0.50 -1.99
C -7.04 -0.47 -1.21
N -6.40 -1.74 -0.94
O -8.14 -0.21 -0.82
C -3.51 -0.60 0.27
N -3.22 0.42 1.28
C -3.80 0.40 2.35
O -4.37 0.41 3.36
N -2.23 -1.26 -0.08
C 0.01 -2.18 -1.45
F -0.76 -3.22 -1.69
F 1.12 -2.32 -2.14
F 0.29 -2.14 -0.16
H 4.19 -0.26 -1.34
H 3.30 0.95 -0.43
H 2.60 -0.67 -0.72
H 3.19 1.44 -2.88
H 2.59 -0.21 -3.17
H 0.41 -0.72 -3.66
H -0.97 0.33 -3.45
H -2.36 1.00 -2.30
H -4.05 -0.84 -1.71
H -4.61 1.88 -1.77
H -5.32 1.38 -0.22
H -5.81 -0.03 -2.87
H -6.82 1.32 -2.34
H -6.81 -2.44 -1.56
H -6.72 -2.01 -0.01
H -4.25 -1.29 0.64
H -1.58 -1.35 0.70
C -0.73 -4.22 1.70
O -1.18 -3.47 2.80
C -2.44 -3.90 3.31
C -2.29 -4.75 4.55
O -1.66 -5.98 4.27
C -0.30 -6.02 4.66
H 0.30 -3.93 1.50
H -0.75 -5.30 1.89
H -1.34 -4.01 0.81
H -2.98 -4.46 2.54
H -3.02 -3.00 3.56
H -3.29 -4.97 4.94
H -1.74 -4.19 5.32
H -0.20 -6.05 5.75
H 0.27 -5.17 4.27
H 0.12 -6.94 4.25
C 6.05 5.49 -5.48
O 6.12 6.15 -4.23
C 4.95 6.04 -3.46
C 5.10 5.02 -2.35
O 5.24 3.70 -2.86
C 6.58 3.23 -2.85
H 7.05 5.51 -5.92
H 5.74 4.45 -5.37
H 5.37 6.01 -6.16
H 4.09 5.78 -4.09
H 4.75 7.02 -3.01
H 4.21 5.04 -1.72
H 5.96 5.28 -1.73
H 6.92 3.05 -1.83
H 7.25 3.94 -3.33
H 6.60 2.29 -3.41
C -0.07 1.05 1.26
O -0.43 0.16 2.29
C 0.62 -0.75 2.63
C 1.36 -0.31 3.88
O 2.06 0.90 3.68
C 1.43 2.03 4.24
H -0.85 1.81 1.18
H 0.89 1.54 1.45
H 0.00 0.52 0.30
H 1.34 -0.83 1.81
H 0.17 -1.73 2.80
H 2.09 -1.09 4.14
H 0.65 -0.22 4.72
H 1.48 2.01 5.33
H 0.39 2.11 3.92
H 1.97 2.91 3.89
```

Properties
**Total charge**: +1
**Spin multiplicity**: 1
**LUMO**: -0.1040 hartree
**HOMO-LUMO gap**: 8.0800 eV
**Highest occupied orbital energy**: -10.911 eV
**Energy**: -67422.48451 eV